(1)
10
Properties=species:S:1:pos:R:3:forces:R:3 method="wB97M-V/def2-TZVPD" relative_energy_kcal_mol=54.80 mol_weight_g_mol=97.073 fmax_ev_per_a=3.28 lumo_energy_ev=-0.1 smiles="C#CC(=O)NC=O" total_charge=0 total_energy_ev=-9779.3103
C -1.842935 -0.700298 0.050035 -0.3395 2.6664 0.0658
C 0.419551 0.293155 0.015942 -0.6552 0.5503 -1.4653
C 1.785293 -0.183253 0.028141 1.6202 0.6038 0.0924
C 2.985008 -0.308508 -0.003153 0.1065 0.0548 1.0127
H -2.266811 -1.698385 0.296780 -0.2107 0.4674 -0.2735
H -0.072587 -1.757663 -0.033290 -0.1268 1.2607 -0.1717
H 4.043679 -0.341669 0.263849 -0.8563 -0.1757 -0.6700
N -0.449138 -0.798278 -0.163667 -1.0049 -0.6635 0.8599
O -2.440604 0.378785 0.031899 1.0308 -3.1175 0.0505
O 0.110378 1.468600 -0.022832 0.4358 -1.6464 0.4993

(2)
12
Properties=species:S:1:pos:R:3:forces:R:3 method="wB97M-V/def2-TZVPD" relative_energy_kcal_mol=117.98 mol_weight_g_mol=145.139 fmax_ev_per_a=2.34 lumo_energy_ev="-1.1 / -1.1" total_charge=0 total_energy_ev=-22658.4783
C -0.211965 1.591265 -0.060320 1.5099 -0.2573 0.7202
C -1.481113 -0.836067 0.097964 0.4603 1.9319 -0.3471
C 0.889414 0.815143 -0.103244 -0.5873 0.3970 0.3667
C -0.250110 -1.281243 -0.046041 -0.3804 -0.1924 -0.2974
N -1.392347 1.158939 -0.584890 -0.9886 -1.9560 -0.8119
O 0.869172 -0.528054 -0.325696 0.0821 -0.2609 -0.2700
O 2.126670 1.276085 0.161604 -0.0028 -0.1867 -0.0729
O 0.106249 -2.594946 -0.030234 0.4345 0.3852 0.1384
S -2.589847 0.407534 0.348942 -0.4967 -0.1129 0.5353
H -0.153159 2.600758 0.326271 0.0998 0.0364 0.0121
H 2.752705 0.543319 0.095631 -0.0630 0.0193 0.0887
H -0.665668 -3.152736 0.120013 -0.0677 0.1964 -0.0618

(3)
9
Properties=species:S:1:pos:R:3:forces:R:3 method="wB97M-V/def2-TZVPD" relative_energy_kcal_mol=5.85 mol_weight_g_mol=97.142 fmax_ev_per_a=1.11 lumo_energy_ev=-1.6 total_charge=0 total_energy_ev=-16519.9962
C -0.882813 -0.753511 0.990649 -0.2556 0.9263 -0.5326
C 0.378980 -0.706334 0.227721 -0.5987 -0.3454 0.0688
C 0.817746 0.201921 -0.648748 -0.4634 0.9676 0.2758
C 0.214112 1.465869 -1.011581 -0.2586 -0.3147 0.3615
H -1.018694 -1.519495 1.759838 0.3605 0.0681 -0.2669
H 1.009212 -1.561824 0.337314 0.4457 -0.4230 0.2358
H 1.787896 0.081251 -1.073456 0.4944 -0.2836 -0.3515
N -0.224383 2.492193 -1.296102 0.2578 -0.2282 -0.0750
S -2.082057 0.299930 0.714365 0.0178 -0.3671 0.2841

(4)
9
Properties=species:S:1:pos:R:3:forces:R:3 method="wB97M-V/def2-TZVPD" relative_energy_kcal_mol=2.10 mol_weight_g_mol=90.057 fmax_ev_per_a=0.93 lumo_energy_ev="-3.8 / -6.1" multiplicity=2 total_charge=+1 total_energy_ev=-10648.6196
C 1.393832 -1.203479 -0.255852 -0.1484 0.1030 0.1707
C 1.628213 -0.301560 -1.335424 -0.0858 0.5697 0.0246
C 2.438487 -0.321725 -0.282078 -0.0876 -0.2668 -0.3486
H 1.197962 0.125779 -2.240077 0.2889 -0.3466 0.1381
C -1.481815 0.977784 0.803647 -0.4747 -0.2461 0.7663
O -1.820898 -0.190378 0.830951 0.4215 0.5472 -0.3419
Na -0.662610 -2.152105 0.781226 -0.0193 -0.0800 0.0094
H -0.540187 1.302272 1.289708 -0.1144 -0.0173 -0.3410
H -2.152983 1.763410 0.407898 0.2197 -0.2631 -0.0778

(5)
9
Properties=species:S:1:pos:R:3:forces:R:3 method="wB97M-V/def2-TZVPD" relative_energy_kcal_mol=8.89 mol_weight_g_mol=125.760 fmax_ev_per_a=4.50 lumo_energy_ev="-1.3 / -1.5" multiplicity=4 total_charge=0 total_energy_ev=-47278.8648
C 1.548088 0.231875 1.263790 3.8728 -0.2367 2.2800
C 0.249179 -0.105223 0.971354 -2.0286 1.4091 -2.1039
C -0.067649 0.310724 -0.207828 -1.7526 -1.8279 0.2592
C -0.894220 0.300310 -1.295378 -0.3940 1.5401 0.2513
O -1.781572 -0.610201 -1.506520 -0.0548 -0.7199 -0.6754
Ni -2.198513 -1.981397 -0.303363 0.4328 0.3845 0.1345
H 1.763038 1.126261 1.855553 -0.0222 -0.4420 -0.0953
H 2.353300 -0.493813 1.118131 -0.0994 0.3644 -0.0123
H -0.971651 1.221465 -1.895740 0.0460 -0.4716 -0.0379

(6)
9
Properties=species:S:1:pos:R:3:forces:R:3 method="wB97M-V/def2-TZVPD" relative_energy_kcal_mol=55.10 mol_weight_g_mol=83.066 fmax_ev_per_a=5.52 lumo_energy_ev="4.4 / 2.9" multiplicity=3 total_charge=-1 total_energy_ev=-8284.9729
C -0.776131 1.224888 0.396057 0.5092 3.9984 -0.5757
C -0.069805 0.113784 0.280488 2.7830 -4.5242 -1.5047
C 0.835359 -1.761254 0.846415 1.8806 0.8451 0.6686
C -0.220006 0.946400 -1.056937 2.7238 0.7236 3.5345
O 0.248894 -2.608181 0.271250 -1.3231 -0.2250 -0.7898
O 1.782839 -1.582033 1.565202 -0.6678 0.5580 -0.0702
H -1.616705 1.655255 0.816556 -2.2421 0.2182 0.0881
H -0.919552 0.495356 -1.663454 -1.6906 0.0002 -1.9752
H 0.735107 1.515784 -1.455578 -1.9732 -1.5942 0.6244

(7)
9
Properties=species:S:1:pos:R:3:forces:R:3 method="wB97M-V/def2-TZVPD" relative_energy_kcal_mol=47.03 mol_weight_g_mol=83.066 fmax_ev_per_a=2.12 lumo_energy_ev=-6.3 total_charge=+1 total_energy_ev=-8279.5766
C -2.479341 -0.643643 0.169495 0.7004 0.4376 -1.0225
C -1.454915 -0.213122 -0.311565 -0.0143 -0.4821 -0.9218
C 1.861010 0.292406 0.585271 -0.5800 -0.6669 0.2144
C -0.272476 0.126798 -0.988472 -0.7818 0.8524 1.6574
O 0.372134 0.703953 -1.732342 -0.4967 -0.9044 0.1112
O 0.796316 -0.316754 0.620577 0.1798 0.8633 -1.9241
H -3.472878 -0.984044 0.388856 0.1341 0.0080 0.4062
H 2.329889 0.136096 1.514967 1.7001 0.4734 1.0316
H 2.320260 0.898309 -0.246788 -0.8416 -0.5813 0.4474

(8)
10
Properties=species:S:1:pos:R:3:forces:R:3 method="wB97M-V/def2-TZVPD" relative_energy_kcal_mol=9.48 mol_weight_g_mol=134.010 fmax_ev_per_a=2.69 lumo_energy_ev="3.3 / 3.2" multiplicity=4 total_charge=-1 total_energy_ev=-33974.2934
O 1.377035 -1.367257 0.521112 0.5591 1.1065 0.5388
C 0.586454 -1.002769 -0.536685 -0.5930 0.0212 -0.4699
C -0.894127 -1.081624 -0.301664 0.2900 0.7842 -1.2541
C -0.609418 0.394860 -0.369383 1.0880 -1.0101 2.2428
C -0.164282 1.481727 0.296736 -0.7076 0.0781 -1.4614
H -1.216014 -1.434088 0.695182 0.2485 0.0397 -0.5077
H -1.472819 -1.483392 -1.145447 -0.1290 0.0963 0.4979
H -0.860893 2.306960 0.525060 0.2566 -0.0170 0.1359
V 2.105160 0.334388 -0.112319 -0.7371 -1.4981 -0.2259
O 1.148908 1.851199 0.427412 -0.2756 0.3991 0.5035

(9)
9
Properties=species:S:1:pos:R:3:forces:R:3 method="wB97M-V/def2-TZVPD" relative_energy_kcal_mol=88.85 mol_weight_g_mol=98.041 fmax_ev_per_a=8.38 lumo_energy_ev="-1.7 / -2.7" smiles="O=C1C=CC=P1" total_charge=0 total_energy_ev=-15527.0725
C 0.026710 -0.022440 -0.047923 2.4136 0.0308 0.7379
C -0.956591 -0.944828 -0.080373 -2.5964 -2.2844 -1.4782
C -0.475287 1.319302 0.071346 -2.2134 0.0831 -0.0991
C -2.184624 -0.288187 0.040818 -6.0807 -5.6950 -0.8859
O -3.621231 -1.092916 -0.049246 6.1124 3.2412 0.3637
P -2.196247 1.425756 0.033920 1.0816 2.4285 0.5257
H 1.097765 -0.347264 0.018610 -0.9974 0.7335 -0.4565
H -1.052520 -1.947406 -0.569025 0.9247 0.6436 1.2501
H 0.022941 2.231980 0.184329 1.3557 0.8188 0.0423

(10)
8
Properties=species:S:1:pos:R:3:forces:R:3 method="wB97M-V/def2-TZVPD" relative_energy_kcal_mol=55.58 mol_weight_g_mol=52.076 fmax_ev_per_a=4.87 lumo_energy_ev=0.9 smiles=C#C.C#C total_charge=0 total_energy_ev=-4207.7485
C 1.113496 -2.839694 0.081902 -1.1803 4.5255 1.3492
C 1.188013 -4.019294 0.162408 0.3211 -2.3382 0.4608
C -1.060712 2.949896 0.129186 -0.5142 -2.0243 2.0996
C -1.074553 3.834630 -0.647733 0.0488 2.9000 -2.5119
H 0.859486 -1.725109 0.369909 0.9032 -2.9730 -1.2940
H 1.285056 -5.080767 0.375172 -0.0419 0.7865 -0.5191
H -1.219810 2.199621 0.893919 0.3637 0.4027 -0.5880
H -1.090977 4.680719 -1.364764 0.0996 -1.2792 1.0035